The following is a quantum chemistry calculation of a 7-piece molecular cluster, C14H35F3N4O18P2 overall in a non-equilibrium geometry, from OMol25.

Its total charge is 0. The value obtained for the molar mass is 666.4 g/mol. The largest force on an atom is 3.8 eV/A. Its total energy is -3109.8223 Eh. As for the HOMO-LUMO gap: 10.762 eV. As for the HOMO energy: -10.3976 eV. Its multiplicity is 1. Its SMILES is CCOC(=O)C(F)(F)F.COP(=O)(OC)OC.COP(=O)(OC)OC.C[N+](=O)[O-].C[N+](=O)[O-].C[N+](=O)[O-].C[N+](=O)[O-]. For the LUMO energy, the calculation gives 0.365 eV.

```
76
Properties=species:S:1:pos:R:3:forces:R:3:lowdin_charge:R:1
C 3.913 -1.128 3.371 -0.01 0.19 -0.86 -0.037
C 4.959 -1.847 2.459 -2.44 0.53 0.24 -0.196
O 5.663 -2.735 3.270 1.76 -2.83 1.75 -0.009
C 5.215 -4.002 3.573 -3.12 1.25 -1.57 -0.293
O 4.177 -4.501 3.135 2.63 1.08 0.67 0.127
C 6.033 -4.719 4.687 -1.83 1.88 -1.24 -0.592
F 6.860 -5.551 4.103 0.20 -1.44 0.34 0.203
F 6.729 -3.832 5.339 0.95 0.62 1.15 0.196
F 5.118 -5.245 5.528 1.11 -0.66 -0.44 0.167
H 4.423 -0.509 4.109 0.11 -0.23 0.11 0.075
H 3.198 -1.791 3.858 0.40 -0.36 0.06 0.079
H 3.262 -0.454 2.814 0.19 0.05 -0.40 0.061
H 5.631 -1.106 2.027 0.28 -0.33 0.19 0.125
H 4.508 -2.436 1.660 -0.26 0.32 -0.10 0.095
C 4.973 3.155 0.888 -1.19 -0.39 1.00 -0.088
O 4.483 4.096 -0.107 -0.11 -0.79 -0.52 -0.209
P 3.145 3.605 -0.857 0.26 1.16 -0.93 0.451
O 2.298 2.735 -0.034 -0.41 0.52 0.03 -0.240
O 2.483 5.031 -1.379 0.69 -1.89 0.83 -0.214
C 2.097 6.052 -0.457 0.14 0.58 0.63 -0.123
O 3.656 2.909 -2.214 -0.58 0.65 1.25 -0.209
C 2.813 1.866 -2.780 0.54 0.24 -0.63 -0.074
H 6.000 2.797 0.828 0.10 0.86 -0.58 0.090
H 4.353 2.259 0.919 -0.06 -0.07 -0.40 0.066
H 4.735 3.607 1.851 0.61 0.17 0.07 0.090
H 2.728 6.921 -0.644 -0.23 0.06 -0.19 0.090
H 2.197 5.860 0.611 0.58 -0.81 0.02 0.079
H 1.039 6.312 -0.501 -0.01 -0.10 -0.87 0.081
H 2.881 2.038 -3.854 -0.43 0.06 0.03 0.089
H 1.797 1.935 -2.392 0.18 -0.16 -0.15 0.068
H 3.261 0.888 -2.606 -0.17 0.15 0.44 0.084
C -7.916 0.163 -3.138 -0.34 -0.59 0.20 -0.067
O -6.733 -0.511 -2.576 0.08 0.38 -0.18 -0.229
P -6.378 -0.097 -1.082 0.94 2.38 1.97 0.466
O -6.341 1.391 -0.850 -0.19 -2.35 -0.44 -0.260
O -7.505 -0.862 -0.235 1.18 0.36 -0.22 -0.215
C -8.825 -0.327 -0.191 -0.77 -0.92 -0.07 -0.108
O -4.980 -0.843 -0.624 -2.82 0.71 -2.15 -0.223
C -4.132 -0.268 0.341 1.58 -0.23 1.66 -0.110
H -8.191 1.091 -2.636 0.89 0.30 -0.24 0.077
H -8.800 -0.448 -2.956 0.22 -0.52 -0.22 0.081
H -7.776 0.273 -4.213 0.22 0.11 0.29 0.097
H -9.080 -0.163 0.856 -0.03 0.34 -0.22 0.097
H -9.456 -1.123 -0.586 -0.24 -0.09 0.23 0.090
H -9.033 0.519 -0.846 0.50 0.31 0.54 0.071
H -4.388 0.651 0.868 -1.02 -0.06 -0.45 0.092
H -3.123 -0.054 -0.011 -0.15 -0.19 -0.81 0.069
H -3.996 -1.058 1.080 -0.04 0.13 0.22 0.097
C -0.393 3.812 1.396 -0.01 -0.08 -0.64 0.050
N -0.781 2.435 0.938 0.93 1.56 -0.64 -0.444
O -1.074 2.308 -0.229 -0.44 0.21 -0.56 0.046
O -0.743 1.556 1.731 -0.18 -1.47 1.49 0.089
H -0.533 4.411 0.496 -0.38 0.34 0.51 0.090
H 0.671 3.858 1.631 -0.14 -0.55 0.15 0.080
H -1.017 4.015 2.267 0.09 0.32 -0.27 0.101
C 2.791 -3.543 -0.198 0.97 -0.79 1.65 0.011
N 1.642 -4.021 -0.980 0.50 -1.29 0.09 -0.402
O 1.726 -5.167 -1.467 -0.81 2.31 0.50 0.060
O 0.718 -3.229 -1.016 0.02 -1.15 -0.77 0.065
H 3.467 -2.944 -0.808 -0.45 0.24 0.19 0.110
H 3.340 -4.359 0.271 0.13 -0.59 -0.98 0.088
H 2.421 -3.137 0.744 -0.33 1.16 -0.63 0.089
C 0.038 -0.251 -1.005 -1.67 -0.10 0.52 0.015
N 1.112 -0.441 0.012 0.22 0.88 0.31 -0.392
O 0.835 -0.837 1.145 0.26 0.07 -1.58 0.042
O 2.219 -0.054 -0.331 0.07 -0.76 0.26 0.021
H -0.154 -1.133 -1.616 0.54 0.01 0.34 0.057
H 0.118 0.643 -1.623 0.90 -0.22 0.25 0.083
H -0.853 -0.059 -0.406 0.04 -0.35 -0.09 0.061
C -3.987 -2.347 -3.200 1.23 1.17 0.03 0.064
N -2.639 -1.724 -2.855 -0.78 0.61 -1.56 -0.420
O -1.999 -2.359 -2.070 1.10 0.15 0.63 0.065
O -2.308 -0.665 -3.426 -0.41 -1.72 1.15 0.042
H -4.096 -3.171 -2.496 -0.36 0.33 -0.20 0.102
H -3.870 -2.675 -4.233 -0.33 0.07 0.08 0.101
H -4.621 -1.469 -3.077 -0.56 -0.73 -0.26 0.063
```
Positions in Å, forces in eV/Å.